# 1
Density functional theory data (ωB97M-V with the def2-TZVPD basis set) for a structure of composition C51H60NP4S2Ta at a distorted geometry.

```
119
Properties=species:S:1:pos:R:3:forces:R:3:mulliken_charge:R:1
Ta 0.14228 -0.34278 -0.42109 0.4 -0.6 -0.3 -0.357
C -2.29566 -2.42261 2.72966 -0.1 0.1 0.0 -1.602
C -1.63444 -1.07818 3.05778 0.1 -0.2 0.0 2.545
C -1.81842 -0.71114 4.53022 0.0 -0.1 0.0 -1.700
P 0.07459 -0.98852 2.34272 -0.4 0.3 -0.2 0.363
C 1.14831 -2.33590 2.99918 -0.2 -0.2 -0.1 0.893
C 0.75601 -3.65742 2.31884 0.0 0.0 0.1 -1.056
C 1.21382 -2.55050 4.51201 0.0 0.0 0.0 -1.472
C 0.71773 0.61491 2.92051 0.0 -0.3 0.0 0.481
C 1.09530 0.89583 4.22922 0.0 -0.1 0.1 -0.596
C 1.41034 2.18340 4.64867 0.0 0.0 0.2 0.284
C 1.82476 2.46141 6.07405 -0.1 0.0 -0.1 -1.649
C 1.27672 3.20915 3.71904 0.0 0.1 0.0 -1.281
C 0.91501 2.95575 2.40576 0.1 0.1 -0.1 -0.847
C 0.68574 1.65185 1.98979 -0.2 -0.1 -0.5 0.622
N 0.37011 1.29514 0.63979 0.5 0.3 0.5 1.047
C 0.21685 2.33104 -0.36235 0.2 -0.4 0.5 -1.015
C 1.29791 3.12776 -0.74684 0.0 0.0 0.0 -0.756
C 1.08146 4.20015 -1.58471 0.0 0.1 -0.1 -0.730
C -0.20494 4.49459 -2.06229 0.1 0.0 0.0 0.333
C -0.43714 5.69776 -2.93603 0.1 -0.1 0.0 -1.723
C -1.24901 3.63711 -1.73290 0.0 -0.1 -0.1 -0.175
C -1.05656 2.54448 -0.89107 -0.1 -0.1 0.0 0.370
P -2.26166 1.18885 -0.60111 0.2 -0.1 0.2 1.968
C -3.43226 1.44812 -2.01568 -0.2 -0.2 0.2 0.289
C -4.10731 0.16643 -2.49327 -0.2 0.1 0.0 -0.853
C -4.49945 2.51542 -1.74530 0.0 0.0 -0.1 -2.037
C -3.07654 1.52838 1.01337 -0.2 0.1 -0.1 0.933
C -3.64913 2.93034 1.24464 0.0 0.0 0.1 -1.823
C -4.11055 0.42490 1.28718 -0.1 0.1 0.0 -1.222
H -3.37878 -2.34400 2.86536 0.1 0.0 0.0 0.528
H -1.94268 -3.20583 3.40129 0.0 0.0 0.0 0.390
H -2.10371 -2.74580 1.70141 0.0 0.0 0.1 0.225
H -2.13053 -0.31217 2.46693 0.0 0.0 0.0 -1.902
H -1.43780 -1.48690 5.19598 0.0 0.1 0.0 0.272
H -2.88786 -0.60506 4.73551 0.1 0.0 0.0 0.459
H -1.34182 0.23304 4.78760 0.0 0.0 0.0 0.442
H 2.12913 -2.02718 2.63963 0.2 0.0 -0.1 0.573
H -0.12857 -4.08985 2.78935 0.1 0.0 0.0 0.278
H 1.56812 -4.38352 2.41310 0.0 0.1 0.0 0.551
H 0.53254 -3.53104 1.26386 0.0 0.1 0.0 -0.158
H 0.22939 -2.71945 4.94952 0.1 0.0 0.0 0.246
H 1.70853 -1.74466 5.04795 0.0 0.0 0.0 0.420
H 1.80206 -3.45485 4.68959 0.0 0.1 0.0 0.454
H 1.12023 0.10295 4.96305 0.0 0.0 0.0 0.418
H 2.29373 1.58804 6.52947 0.0 0.0 0.0 0.389
H 0.95812 2.72871 6.68545 0.0 0.0 -0.1 0.321
H 2.52837 3.29318 6.12489 0.0 -0.1 0.0 0.418
H 1.46077 4.23387 4.02545 0.0 -0.1 0.0 0.438
H 0.82172 3.78086 1.71244 0.0 0.0 0.0 0.432
H 2.28695 2.91531 -0.35548 -0.1 0.0 0.0 0.649
H 1.91630 4.83000 -1.87755 -0.1 0.0 0.0 0.494
H -0.01325 6.59090 -2.47797 0.0 0.0 0.0 0.405
H -1.49788 5.87109 -3.11198 0.0 0.0 0.0 0.370
H 0.05181 5.56896 -3.90511 0.0 0.0 0.1 0.349
H -2.22514 3.82844 -2.16045 0.1 0.0 0.0 0.214
H -2.76695 1.79452 -2.80414 0.1 0.0 -0.1 0.768
H -4.70939 -0.29437 -1.70638 0.0 0.0 0.0 0.255
H -3.38897 -0.56015 -2.84641 0.1 -0.1 0.0 -0.166
H -4.77614 0.40671 -3.32494 0.0 0.0 0.1 0.618
H -5.26913 2.13151 -1.07287 0.0 0.0 0.0 0.319
H -4.98808 2.75592 -2.69241 0.0 0.0 0.0 0.495
H -4.11497 3.44281 -1.32359 0.0 -0.1 0.0 0.394
H -2.22599 1.40900 1.69050 0.0 0.0 0.1 -0.132
H -4.65575 3.02760 0.84029 0.1 0.0 0.0 0.327
H -3.02211 3.71420 0.81388 0.0 0.0 0.0 0.271
H -3.71012 3.11488 2.31976 0.0 0.0 0.0 0.497
H -4.95358 0.50360 0.59437 0.1 0.0 0.1 0.281
H -4.51074 0.52123 2.30124 0.1 0.0 -0.1 0.495
H -3.68681 -0.57796 1.18112 -0.1 0.1 -0.1 0.208
S -0.29176 -0.13168 -2.83435 -0.1 0.0 0.0 -0.634
P -0.50131 -2.19748 -2.55539 -0.3 -0.6 0.2 2.131
C 0.19933 -2.51082 -1.00686 0.6 1.2 -0.6 -1.549
P 1.94149 -2.66984 -1.09597 -0.3 -0.3 0.2 1.970
S 2.52199 -0.99811 -0.02498 -0.6 0.4 0.1 -0.497
C 2.90575 -2.54471 -2.63190 -0.1 0.1 -0.1 1.108
C 3.23309 -1.29526 -3.16741 0.1 -0.1 -0.1 -0.813
C 4.01434 -1.20931 -4.31069 0.0 0.0 0.0 -0.951
C 4.47794 -2.36635 -4.92576 0.0 0.1 0.0 -0.674
C 4.13928 -3.60918 -4.41180 0.0 -0.1 0.1 -0.819
C 3.34990 -3.70357 -3.27408 0.0 0.1 0.0 -0.706
C 2.41861 -4.27016 -0.43051 0.3 0.1 0.1 0.816
C 1.45928 -5.27104 -0.32257 0.1 -0.2 0.0 0.008
C 1.84123 -6.54650 0.07956 0.0 0.1 0.0 -0.884
C 3.16934 -6.81058 0.38619 0.0 0.0 0.0 -0.600
C 4.12608 -5.80540 0.29080 0.1 0.0 0.0 -0.819
C 3.75488 -4.53858 -0.12597 0.0 0.1 0.1 -0.544
C -2.22619 -2.70849 -2.47856 0.0 0.0 0.0 0.163
C -2.91632 -3.06466 -3.63594 -0.1 0.1 0.0 -0.161
C -4.23272 -3.49984 -3.55098 0.1 0.0 0.0 -0.772
C -4.85897 -3.58404 -2.31440 0.0 0.0 0.0 -0.704
C -4.17244 -3.23267 -1.15745 0.0 0.0 0.0 -0.503
C -2.85640 -2.80192 -1.23755 -0.1 0.0 -0.1 0.605
C 0.17523 -3.04637 -3.98075 0.1 -0.2 0.0 0.778
C 0.10864 -4.44607 -3.96044 0.0 0.1 -0.1 -0.360
C 0.63538 -5.17114 -5.01865 -0.1 0.0 0.1 -0.898
C 1.22271 -4.50298 -6.08759 0.0 0.0 0.0 -0.548
C 1.28522 -3.11600 -6.10380 0.0 0.0 0.0 -0.822
C 0.76432 -2.38164 -5.04773 -0.1 0.0 -0.1 -0.531
H 2.89262 -0.38890 -2.69113 0.0 0.1 0.1 0.364
H 4.26912 -0.23647 -4.71509 0.0 -0.1 0.0 0.464
H 5.10628 -2.29693 -5.80493 0.0 0.0 0.0 0.447
H 4.49490 -4.51367 -4.89352 0.0 0.1 0.0 0.480
H 3.07657 -4.67956 -2.89780 0.1 0.0 0.1 0.519
H 0.42181 -5.04288 -0.53192 0.0 0.0 0.0 0.296
H 1.09833 -7.33086 0.16049 0.0 0.0 0.0 0.469
H 3.46242 -7.80262 0.70733 0.0 0.0 0.0 0.420
H 5.16220 -6.01369 0.53055 -0.1 0.0 0.0 0.454
H 4.50220 -3.75556 -0.21150 0.0 0.0 0.0 0.486
H -2.43405 -2.99229 -4.60330 0.0 0.0 0.0 0.545
H -4.76550 -3.78190 -4.45040 0.0 0.0 0.0 0.457
H -5.88236 -3.93774 -2.25058 0.1 0.0 0.0 0.434
H -4.66141 -3.30901 -0.19178 0.1 0.0 -0.1 0.511
H -2.30998 -2.56130 -0.33504 0.0 0.0 0.0 -0.848
H -0.36027 -4.95928 -3.12645 0.0 0.0 0.0 0.369
H 0.58199 -6.25365 -5.01305 0.0 0.1 0.0 0.473
H 1.63412 -5.06833 -6.91478 0.0 0.0 0.0 0.446
H 1.74359 -2.60282 -6.94030 0.0 0.0 0.0 0.473
H 0.82160 -1.29999 -5.05749 0.0 0.0 0.0 0.414
```
Forces are in eV/Å.

Properties
HOMO (eV): -12.7046
Net charge: +2
Relative energy (zero: lowest compared OMol25 entry of this formula, charge and spin) (kcal/mol): 32.7
Spin multiplicity: 1
Orbital gap (eV): 6.447



# 2
Density functional theory data (ωB97M-V with the def2-TZVPD basis set) for a structure of composition C51H62AsBaN7O6S3 at a distorted geometry.

```
131
Properties=species:S:1:pos:R:3:forces:R:3:mulliken_charge:R:1
Ba -0.89625 -0.60985 -0.03085 2.4 1.5 0.7 2.184
C 2.67781 5.02053 0.31091 -0.1 0.0 0.0 -0.816
N 1.69876 4.74955 1.34541 0.3 0.2 -0.2 0.250
C 1.05741 5.70816 2.10101 -0.2 -0.2 0.2 -0.826
C 0.21262 5.05582 2.91760 0.2 0.2 -0.1 -0.428
N 0.35242 3.69931 2.66414 -0.2 -0.2 0.1 0.639
C 1.27480 3.50609 1.66440 0.0 -0.4 -0.1 -0.993
S 1.81121 2.10871 0.87757 -0.2 0.2 0.1 0.387
C -0.46288 2.73496 3.34391 0.2 0.4 -0.2 0.599
C -1.75030 3.10390 3.70472 0.0 -0.1 0.0 -0.438
C -2.52231 2.16937 4.36527 -0.1 -0.1 0.0 -0.667
C -1.98628 0.92071 4.63828 0.1 0.1 -0.1 -0.527
C -0.68036 0.67461 4.25355 -0.1 0.0 0.0 -0.670
N 0.08023 1.57075 3.62042 0.1 -0.2 0.1 -0.236
H 2.91853 6.07996 0.35382 0.0 0.0 0.0 0.318
H 2.27450 4.76489 -0.66805 0.0 0.0 0.0 0.290
H 3.56972 4.42131 0.48190 0.0 0.0 0.0 0.261
H 1.26720 6.75443 2.00024 0.0 0.1 0.0 0.472
H -0.43593 5.42580 3.68630 0.0 0.0 0.0 0.578
H -2.16885 4.05509 3.41970 0.0 0.0 0.0 0.237
H -3.54734 2.39848 4.62236 0.0 0.0 0.0 0.383
H -2.56502 0.14815 5.12145 0.0 0.0 0.0 0.414
H -0.21910 -0.28029 4.45550 0.1 -0.1 0.0 0.498
S 2.56463 0.55514 -2.65969 -0.2 0.3 -0.2 -0.379
C 3.86861 -0.39224 -2.41783 0.3 -0.8 1.5 0.333
N 4.83505 -0.64473 -3.29970 0.2 0.1 -0.5 0.251
C 6.01291 -1.44967 -2.99400 -0.1 0.1 0.0 -0.841
C 6.42222 -1.17314 -1.57388 -0.2 -0.1 0.0 -0.626
N 5.28903 -1.50790 -0.71789 0.5 -0.2 0.5 0.216
C 5.64118 -2.05723 0.59003 -0.1 0.0 -0.1 -1.702
C 6.32617 -1.02090 1.44695 0.0 -0.1 0.0 1.032
C 7.45722 -1.34888 2.17850 0.0 0.0 0.0 -0.576
C 8.06753 -0.40583 2.99536 0.0 0.0 0.0 -0.614
C 7.54992 0.87535 3.07724 0.0 0.1 0.0 -0.414
C 6.42146 1.21278 2.34046 0.0 0.0 0.0 -0.944
C 5.81370 0.27126 1.52881 0.0 0.0 0.0 -0.038
C 4.05011 -1.11776 -1.00468 -0.2 0.9 -1.7 -0.519
S 2.74392 -1.28802 -0.05436 -0.4 -0.2 0.6 0.373
C 4.83786 -0.04758 -4.63372 -0.2 -0.2 -0.1 -1.656
C 5.83627 1.07292 -4.72518 0.1 0.0 -0.1 0.751
C 5.74744 2.17510 -3.87960 0.0 0.0 0.1 -0.170
C 6.68952 3.18460 -3.95407 0.1 0.1 0.0 -0.752
C 7.73110 3.11109 -4.87267 0.0 0.0 0.0 -0.403
C 7.82431 2.01825 -5.71694 0.0 0.0 0.0 -0.589
C 6.88006 1.00200 -5.63667 0.0 0.1 -0.1 -0.277
H 6.80214 -1.15150 -3.68398 0.0 0.0 0.0 0.488
H 5.79720 -2.51223 -3.14818 0.0 0.0 0.1 0.292
H 6.71636 -0.12705 -1.43950 0.0 0.0 -0.1 0.275
H 7.26213 -1.79805 -1.27151 0.0 0.0 -0.1 0.536
H 6.29516 -2.91650 0.42454 0.0 0.0 0.0 0.463
H 4.72366 -2.41082 1.06290 0.1 0.1 -0.1 0.445
H 7.86337 -2.35053 2.11347 0.0 0.0 0.0 0.380
H 8.94714 -0.67459 3.56269 0.0 0.0 0.0 0.386
H 8.02226 1.61211 3.71190 0.0 0.0 0.0 0.394
H 6.00649 2.20904 2.40213 0.0 0.1 0.0 0.439
H 4.93135 0.54296 0.96064 0.0 0.0 0.0 0.523
H 3.82204 0.28329 -4.85382 0.1 0.0 0.0 0.478
H 5.10702 -0.83367 -5.34310 0.0 0.0 0.0 0.425
H 4.93311 2.23784 -3.16836 0.0 0.0 0.0 0.428
H 6.61280 4.03846 -3.29486 0.0 0.0 0.0 0.408
H 8.46474 3.90324 -4.92568 0.0 0.0 0.0 0.380
H 8.63047 1.95002 -6.43447 0.0 0.0 0.0 0.383
H 6.95370 0.14569 -6.29604 0.0 0.0 0.0 0.359
O 2.40397 -0.06381 3.30156 0.1 -0.1 0.0 -0.839
H 3.00417 0.04623 2.55182 0.0 0.0 0.0 0.269
H 1.86014 0.74606 3.28281 -0.1 0.1 0.0 0.513
O 0.42719 -1.41705 2.06583 0.2 -0.4 0.4 -0.242
H 1.17786 -1.00034 2.54698 0.1 0.1 0.0 0.297
H 0.72408 -2.30470 1.83424 0.0 -0.1 0.0 0.202
O -0.66064 1.58950 -1.44442 0.1 0.6 -0.4 -0.212
H -1.01283 1.33823 -2.32018 0.0 0.0 0.0 0.251
H 0.25295 1.87650 -1.56856 0.0 0.0 0.0 0.031
O -1.79693 0.10603 -3.51989 0.0 0.0 0.0 -0.750
H -1.17769 -0.63262 -3.37805 0.0 -0.1 0.0 0.363
H -2.67795 -0.26565 -3.39314 0.0 0.0 0.0 0.298
O -0.28598 -2.98956 -0.54721 0.3 -1.1 -0.2 -0.445
N -0.13155 -2.86077 -1.77703 0.0 0.0 -0.2 0.246
O -0.08979 -1.65160 -2.15420 0.1 -0.7 -1.0 -0.431
C -6.45940 -3.61760 5.48897 -0.1 -0.1 0.1 -1.655
C -5.84969 -3.17647 4.18914 0.0 0.1 0.0 0.676
C -6.62319 -2.61974 3.18590 0.0 0.0 0.0 -1.121
C -6.07922 -2.17066 1.98307 -0.1 0.0 0.0 0.827
C -7.04307 -1.58840 0.97883 0.0 0.0 0.0 -1.486
C -4.70234 -2.28742 1.77416 0.2 -0.1 0.0 0.774
As -3.65793 -1.66282 0.22364 -1.3 -0.2 0.0 1.061
N -3.07966 -0.00396 0.63174 -1.8 1.0 0.8 0.515
C -3.74731 1.10228 1.15483 0.2 -0.8 -0.5 0.718
C -3.15009 2.35563 0.95668 0.0 0.3 -0.2 -0.433
C -3.78826 3.52443 1.32864 0.0 0.1 0.0 -0.765
C -5.02392 3.50021 1.96342 0.0 0.0 0.0 -0.951
C -5.60214 2.26146 2.21124 0.0 0.0 0.0 -0.763
C -4.98256 1.08761 1.81014 -0.1 0.0 0.3 -0.596
C -4.95943 -1.60436 -1.25927 0.1 0.0 0.2 -0.007
C -5.34001 -0.47735 -1.99160 -0.1 0.0 -0.2 1.129
C -4.87193 0.93273 -1.73331 0.0 0.0 0.1 -1.413
C -6.23964 -0.63939 -3.04948 0.0 0.1 -0.1 -1.143
C -6.75413 -1.86773 -3.41760 0.0 -0.1 0.1 0.444
C -7.74065 -2.00328 -4.54202 -0.1 0.0 -0.1 -1.598
C -6.31686 -2.98188 -2.71238 0.0 0.0 0.0 -1.029
C -5.42713 -2.87105 -1.65548 0.0 -0.1 0.0 0.496
C -4.99608 -4.13702 -0.95934 0.0 0.0 0.0 -1.597
C -3.90285 -2.88109 2.77081 0.0 0.0 0.0 0.140
C -2.41409 -3.09342 2.60115 -0.1 0.1 -0.1 -1.561
C -4.48740 -3.29989 3.95774 0.1 -0.1 0.0 -1.120
H -7.54669 -3.63088 5.43004 0.0 0.0 0.0 0.373
H -6.18275 -2.94878 6.30572 0.0 0.0 0.0 0.310
H -6.12667 -4.61850 5.76445 0.0 0.0 0.0 0.379
H -7.69182 -2.51722 3.33532 -0.1 0.0 0.0 0.316
H -7.96889 -1.30571 1.47938 0.0 0.0 0.0 0.476
H -7.28865 -2.31330 0.19974 0.0 0.0 0.0 0.342
H -6.64757 -0.70977 0.47254 0.0 0.0 0.0 0.100
H -2.20070 2.41408 0.43634 0.0 -0.1 0.0 0.475
H -3.30844 4.47241 1.10871 0.0 0.0 0.0 0.489
H -5.52722 4.41596 2.24037 0.0 0.0 0.0 0.356
H -6.56309 2.20085 2.70787 0.0 0.0 0.0 0.410
H -5.46173 0.14498 2.01910 0.0 0.0 0.0 0.154
H -3.84530 0.98844 -1.37842 0.0 -0.1 -0.1 -0.089
H -5.48398 1.42251 -0.97107 0.0 0.0 0.0 0.372
H -4.96214 1.51113 -2.65244 0.0 0.1 0.0 0.507
H -6.53616 0.24192 -3.60855 0.0 0.0 0.0 0.339
H -7.84538 -1.06986 -5.09366 0.0 0.0 0.0 0.363
H -8.72940 -2.27846 -4.16930 0.0 0.0 0.0 0.307
H -7.43644 -2.77753 -5.24732 0.0 0.0 0.0 0.368
H -6.66841 -3.96849 -2.99496 0.0 0.0 0.0 0.379
H -5.39018 -5.00229 -1.49042 0.0 0.0 0.0 0.472
H -5.35294 -4.18537 0.07142 0.0 0.0 0.0 0.251
H -3.90695 -4.22660 -0.92034 0.0 0.0 0.0 0.283
H -2.19707 -3.71875 1.73180 0.0 0.0 0.0 0.371
H -1.99330 -3.56830 3.48709 0.0 0.0 0.0 0.409
H -1.87251 -2.15648 2.44601 -0.1 0.0 0.1 0.189
H -3.85499 -3.75132 4.71482 0.0 0.0 0.1 0.357
```
Forces are in eV/Å.

Properties
HOMO (eV): -6.7457
Relative energy (zero: lowest compared OMol25 entry of this formula, charge and spin) (kcal/mol): 14.0
Spin multiplicity: 1
Orbital gap (eV): 6.537